[1]
DFT (ωB97M-V/def2-TZVPD) results for C33H42AlN11OS2 as an isolated structure.

CARTESIAN COORDINATES (ANGSTROEM)
Al -0.09667 0.32536 -0.32385
S -0.32363 0.97558 2.04963
C 1.20094 1.47592 2.52751
N 1.50878 1.78790 3.76650
C 2.85095 2.26726 4.11972
C 3.35602 3.14038 3.00896
N 3.31546 2.37628 1.75338
C 4.46375 2.60541 0.84358
C 5.73682 2.10573 1.47275
C 5.88939 0.74375 1.72548
C 7.05139 0.27228 2.31276
C 8.06999 1.15888 2.64410
C 7.92446 2.51277 2.38872
C 6.75591 2.98776 1.80631
C 2.31638 1.58278 1.48817
S 2.23244 0.64050 0.07742
C 0.57701 1.62249 4.90442
C 1.19293 0.75337 5.96938
C 1.34754 1.23125 7.26324
C 1.90026 0.41925 8.24607
C 2.30776 -0.86749 7.93361
C 2.15862 -1.34930 6.63801
C 1.59923 -0.54277 5.66153
H 3.51128 1.41542 4.29618
H 2.77130 2.82652 5.04936
H 4.39097 3.42260 3.18646
H 2.75412 4.04428 2.88824
H 4.50017 3.68090 0.65958
H 4.24681 2.10029 -0.09286
H 5.10256 0.04888 1.44807
H 7.17235 -0.78590 2.50246
H 8.98089 0.78919 3.09538
H 8.72010 3.20082 2.64049
H 6.64570 4.04703 1.60215
H -0.34879 1.20427 4.51935
H 0.36277 2.62177 5.28836
H 1.02793 2.23716 7.51046
H 2.01202 0.79442 9.25430
H 2.73987 -1.49852 8.69845
H 2.47365 -2.35630 6.39766
H 1.47186 -0.92378 4.65256
C 0.68704 2.64320 -2.60438
N 1.47704 1.54557 -3.13445
C 2.28897 1.84145 -4.31633
C 2.48306 0.47642 -4.97298
N 1.81307 -0.43840 -4.04575
C 2.01952 -1.86771 -4.24196
C 1.17243 0.23032 -3.06421
N 0.38396 -0.27656 -2.12463
C -0.27008 -1.57496 -2.37991
C -1.46056 -1.66599 -1.44551
N -0.94713 -1.33005 -0.10332
C -1.34254 -2.06607 0.93783
N -0.54426 -2.35626 1.97772
C 0.88662 -2.18537 2.02468
C -1.29339 -3.01731 3.04530
C -2.58941 -3.42067 2.33064
N -2.54103 -2.64121 1.09055
C -3.75942 -2.31581 0.36881
H -0.24363 2.78425 -3.15918
H 1.28818 3.54696 -2.68976
H 0.44639 2.51272 -1.55440
H 3.23321 2.30056 -4.02094
H 1.75980 2.54128 -4.96387
H 3.53619 0.20904 -5.05533
H 2.03422 0.40934 -5.96481
H 2.80005 -1.97393 -4.99127
H 1.13488 -2.37745 -4.61653
H 2.37485 -2.35089 -3.33405
H 0.39874 -2.41299 -2.17710
H -0.62405 -1.64084 -3.40881
H -1.89355 -2.66548 -1.47114
H -2.22699 -0.95343 -1.76421
H 1.28533 -2.15793 1.01215
H 1.32434 -3.03614 2.54727
H 1.17677 -1.26689 2.53821
H -1.46281 -2.33490 3.88095
H -0.73779 -3.88152 3.40617
H -3.48006 -3.15104 2.89480
H -2.62488 -4.48910 2.11346
H -4.55627 -2.13415 1.08806
H -4.05591 -3.13042 -0.29324
H -3.62201 -1.40486 -0.20005
O -1.26838 1.56240 -0.70407
N -2.01714 2.63688 -0.75577
C -3.05971 2.59506 -0.00203
C -3.94232 3.72188 0.00364
N -4.65015 4.62470 0.02872
C -3.34252 1.45542 0.83004
N -3.52967 0.52635 1.47844

Values from the calculation:
* relative energy (zero: lowest compared OMol25 entry of this formula, charge and spin): 0.00 kJ/mol
* net charge: +2

***

[2]
DFT (ωB97M-V/def2-TZVPD) results for a 13-piece molecular cluster, C31H75N14O26 overall.

CARTESIAN COORDINATES (ANGSTROEM)
C -5.42621 -2.56672 2.33179
C -6.85453 -2.18251 2.20167
C -7.41200 -0.61603 2.02320
C -7.34859 -0.05448 0.49957
C -6.86603 -1.12017 -0.64478
C -7.27783 -0.47015 -2.07903
C -8.91260 -0.55504 -2.42599
O -9.51566 -1.85720 -2.14067
C -10.61526 -1.78034 -1.16694
C -11.90266 -2.77161 -1.53575
N -6.84693 0.91761 -2.37318
C -6.31151 1.79892 -1.28862
C -4.81269 2.27752 -1.71060
C -3.55490 1.31224 -1.60021
C -3.66866 -0.25425 -1.98134
C -2.29931 -0.74242 -2.81276
C -1.63468 -2.07674 -2.05309
C -0.48347 -1.51831 -0.97471
O 0.20243 -2.61775 -0.25958
C -0.31514 -2.76052 1.11889
C -6.56405 1.37777 0.26611
C -5.27747 1.62286 1.28487
N -4.39985 0.42237 1.51500
H -4.68919 -2.17511 3.15288
H -4.96695 -3.27637 1.49707
H -7.66915 -3.04659 2.17571
H -8.55319 -0.68456 2.37117
H -6.87852 0.01432 2.84637
H -8.48605 0.18884 0.21536
H -7.51848 -2.10952 -0.49750
H -5.75480 -1.46840 -0.58490
H -6.78582 -1.17625 -2.90889
H -9.02521 -0.36437 -3.59647
H -9.40470 0.36421 -1.89796
H -10.22109 -2.14833 -0.10481
H -11.07454 -0.71550 -1.01289
H -12.79848 -2.41640 -0.83117
H -11.66513 -3.91038 -1.40769
H -12.25507 -2.48445 -2.63873
H -6.09475 0.87045 -3.12722
H -7.65462 1.39614 -2.87973
H -6.92900 2.82202 -1.43776
H -4.58863 3.26720 -1.07990
H -4.89339 2.66867 -2.83686
H -2.70662 1.76437 -2.31411
H -3.07533 1.42682 -0.51185
H -3.68364 -0.97745 -1.03154
H -4.55999 -0.58526 -2.65379
H -2.63733 -1.07512 -3.88532
H -1.45020 0.06076 -2.81071
H -1.07872 -2.76347 -2.83355
H -2.43176 -2.73295 -1.50316
H -0.93681 -0.79798 -0.16504
H 0.37067 -0.91925 -1.55528
H -0.09386 -1.79095 1.75757
H -1.49458 -2.83463 1.03406
H 0.10254 -3.73148 1.65539
H -7.36094 2.16325 0.70073
H -5.76318 1.85768 2.35252
H -4.67326 2.61935 1.03287
H -4.57018 -0.36297 0.85653
H -4.58035 0.08211 2.49585
C -6.01191 -6.36448 0.53116
N -5.52265 -5.32486 -0.41409
O -4.31960 -5.04223 -0.37156
O -6.36029 -4.82184 -1.17204
H -5.17211 -6.71751 1.13361
H -6.77297 -5.90293 1.16354
H -6.42982 -7.17968 -0.06298
C 3.33647 -1.98879 -0.97354
N 4.39297 -1.15997 -0.33281
O 4.11520 -0.62398 0.74634
O 5.47130 -1.07082 -0.93148
H 2.44666 -1.97823 -0.34033
H 3.12024 -1.55009 -1.94972
H 3.72782 -3.00340 -1.07169
C 5.76782 2.24122 0.70976
N 5.38761 3.65717 0.96310
O 4.76030 4.24282 0.07287
O 5.72979 4.14071 2.04858
H 5.40432 1.94910 -0.27785
H 6.85706 2.17962 0.75345
H 5.30377 1.63117 1.48739
C 5.70471 5.12023 -3.36507
N 6.83338 4.23331 -3.75642
O 6.54808 3.10512 -4.17450
O 7.97393 4.69482 -3.63271
H 4.76484 4.58749 -3.52528
H 5.83180 5.36903 -2.30956
H 5.75391 6.01254 -3.99243
C -1.73736 -5.92478 -2.73357
N -1.41801 -5.68065 -4.16608
O -0.34517 -5.12041 -4.41937
O -2.25353 -6.05829 -4.99581
H -0.91884 -5.54347 -2.11920
H -2.66647 -5.39726 -2.50854
H -1.84995 -7.00260 -2.60005
C 8.40471 5.47229 3.40517
N 9.53338 4.58537 3.01382
O 9.24808 3.45718 2.59574
O 10.67393 5.04688 3.13753
H 7.46484 4.93956 3.24496
H 8.53180 5.72109 4.46068
H 8.45391 6.36460 2.77782
C 10.97742 8.45676 1.52536
N 9.66519 8.73897 2.16730
O 8.82480 9.34692 1.49414
O 9.51597 8.34224 3.32897
H 10.96829 8.86026 0.51050
H 11.74932 8.94185 2.12621
H 11.10966 7.37305 1.50824
C 7.40350 -1.96028 2.11675
N 6.71636 -2.38889 3.36487
O 6.54808 -3.60271 3.53019
O 6.36524 -1.49455 4.14334
H 7.65429 -2.84628 1.52943
H 6.71548 -1.31513 1.56669
H 8.30771 -1.42130 2.40676
C 1.67475 4.12518 1.47038
N 0.36949 3.41367 1.40927
O -0.20927 3.38552 0.31691
O -0.03720 2.90359 2.45978
H 1.90747 4.52207 0.47985
H 1.57518 4.93456 2.19642
H 2.43025 3.40153 1.78305
C 13.70777 4.32170 4.23353
N 15.06090 4.75430 4.67574
O 15.99524 3.96517 4.49327
O 15.14677 5.87391 5.19367
H 13.78086 3.32247 3.79876
H 13.06075 4.31314 5.11299
H 13.35837 5.04103 3.49009
C 8.90350 0.22712 -2.97721
N 8.21636 -0.20150 -1.72909
O 8.04808 -1.41532 -1.56377
O 7.86524 0.69285 -0.95062
H 9.15429 -0.65889 -3.56452
H 8.21548 0.87227 -3.52727
H 9.80771 0.76610 -2.68719
C -9.69223 -9.00426 0.41772
N -8.33910 -8.57167 0.85993
O -7.40476 -9.36079 0.67746
O -8.25323 -7.45206 1.37786
H -9.61914 -10.00350 -0.01705
H -10.33925 -9.01282 1.29718
H -10.04163 -8.28493 -0.32572

Values from the calculation:
* net charge: +1

***

[3]
DFT (ωB97M-V/def2-TZVPD) results for one molecule with the formula C2H2F2.

CARTESIAN COORDINATES (ANGSTROEM)
F -1.37384 -1.05141 0.00265
C -0.66501 0.06278 -0.00203
C 0.65989 0.07365 0.00768
F 1.37462 -1.05075 -0.00089
H -1.25065 0.99739 -0.00583
H 1.25499 0.96833 -0.00158

Values from the calculation:
* relative energy (zero: lowest compared OMol25 entry of this formula, charge and spin): 41.39 kJ/mol
* structure (SMILES): F/C=C\F

***

| no. | HOMO (eV) | gap between HOMO and LUMO (eV) |
| --- | --- | --- |
| 1 | -13.94 | 7.43 |
| 2 | -10.80 | 7.94 |
| 3 | -9.90 | 10.94 |